{"formula": "C65H150N10O10", "method": "ωB97M-V/def2-TZVPD", "energy_ha": -3866.01857, "smiles": "CC1(C)CCCC(C)(C)N1O.CC1(C)CCCC(C)(C)N1O.CC1(C)CCCC(C)(C)N1O.CC1(C)CCCC(C)(C)N1O.CC1(C)CCCC(C)(C)N1O.COC[C@H](C)N.COC[C@H](C)N.COC[C@H](C)N.COC[C@H](C)N.COC[C@H](C)N", "gap_ev": 8.23, "de_lowest_ev": 5.602, "total_charge": 0, "e_lumo_ev": 0.414, "species": ["C", "C", "C", "O", "C", "N", "H", "H", "H", "H", "H", "H", "H", "H", "H", "H", "H", "C", "C", "C", "O", "C", "N", "H", "H", "H", "H", "H", "H", "H", "H", "H", "H", "H", "C", "C", "C", "O", "C", "N", "H", "H", "H", "H", "H", "H", "H", "H", "H", "H", "H", "C", "C", "C", "O", "C", "N", "H", "H", "H", "H", "H", "H", "H", "H", "H", "H", "H", "C", "C", "C", "O", "C", "N", "H", "H", "H", "H", "H", "H", "H", "H", "H", "H", "H", "C", "C", "C", "C", "C", "C", "N", "O", "C", "C", "C", "H", "H", "H", "H", "H", "H", "H", "H", "H", "H", "H", "H", "H", "H", "H", "H", "H", "H", "H", "C", "C", "C", "C", "C", "C", "N", "O", "C", "C", "C", "H", "H", "H", "H", "H", "H", "H", "H", "H", "H", "H", "H", "H", "H", "H", "H", "H", "H", "H", "C", "C", "C", "C", "C", "C", "N", "O", "C", "C", "C", "H", "H", "H", "H", "H", "H", "H", "H", "H", "H", "H", "H", "H", "H", "H", "H", "H", "H", "H", "C", "C", "C", "C", "C", "C", "N", "O", "C", "C", "C", "H", "H", "H", "H", "H", "H", "H", "H", "H", "H", "H", "H", "H", "H", "H", "H", "H", "H", "H", "C", "C", "C", "C", "C", "C", "N", "O", "C", "C", "C", "H", "H", "H", "H", "H", "H", "H", "H", "H", "H", "H", "H", "H", "H", "H", "H", "H", "H", "H"], "coordinates": [[-8.783320, -6.901136, -10.613872], [-9.836955, -5.941923, -11.298864], [-9.629465, -4.393577, -10.930332], [-9.657347, -4.052452, -9.532801], [-9.359923, -2.693012, -9.292693], [-9.804503, -6.124342, -12.735941], [-8.963666, -7.937066, -10.900978], [-8.775507, -6.975068, -9.526403], [-7.761561, -6.598281, -10.842721], [-10.850534, -6.192014, -10.985449], [-10.351654, -3.840610, -11.530978], [-8.659463, -4.117361, -11.343721], [-9.705714, -2.126432, -10.157286], [-8.291323, -2.729096, -9.080839], [-9.918478, -2.457220, -8.386857], [-10.271016, -6.986194, -12.980249], [-8.893749, -6.161783, -13.170947], [1.602764, -18.605385, 6.861756], [1.546718, -17.324124, 6.053719], [1.870572, -17.525869, 4.562794], [3.067866, -18.314126, 4.405770], [3.326390, -18.773926, 3.093558], [0.207755, -16.799547, 6.282623], [0.869113, -19.294617, 6.443652], [1.339143, -18.329720, 7.882836], [2.530949, -19.167577, 6.759192], [2.387374, -16.741024, 6.429732], [1.940010, -16.553963, 4.074262], [1.014082, -18.062355, 4.154505], [2.583039, -19.517175, 2.805254], [4.255555, -19.340965, 3.150367], [3.441848, -17.970922, 2.365587], [0.039833, -16.004052, 5.683377], [-0.380262, -17.541201, 5.930083], [-3.605097, -19.905556, -11.026009], [-3.283143, -19.772841, -12.547518], [-4.466518, -19.217819, -13.346037], [-4.198968, -19.015974, -14.733305], [-4.427967, -20.126097, -15.643682], [-2.125402, -18.929787, -12.636059], [-2.968951, -20.594439, -10.470269], [-4.548298, -20.450745, -10.990923], [-3.643346, -18.995432, -10.427428], [-3.021314, -20.762853, -12.920919], [-4.790507, -18.239944, -12.989822], [-5.300931, -19.876216, -13.104471], [-3.863929, -20.953034, -15.212260], [-4.076271, -19.879941, -16.645592], [-5.477741, -20.296153, -15.882760], [-2.307293, -18.036103, -12.202072], [-1.756972, -18.675559, -13.541449], [-8.546333, -6.906722, 1.968703], [-7.194759, -6.087114, 1.854231], [-7.204435, -5.064888, 0.588642], [-7.375355, -5.829871, -0.589366], [-7.350917, -4.919087, -1.698643], [-7.009146, -5.306452, 3.102776], [-9.288903, -6.119181, 2.097096], [-8.497298, -7.482322, 2.893031], [-8.823445, -7.553523, 1.136264], [-6.413037, -6.824844, 1.673105], [-6.315829, -4.433635, 0.587983], [-8.039587, -4.365452, 0.550994], [-6.784827, -4.001012, -1.541236], [-8.391446, -4.619279, -1.823183], [-7.106270, -5.389972, -2.650749], [-7.681530, -4.563915, 2.973670], [-6.108972, -4.878606, 2.939201], [-4.448200, -24.650047, 2.542999], [-3.099992, -24.489837, 1.863621], [-3.214036, -23.779220, 0.513665], [-1.857751, -23.828124, -0.008715], [-1.675987, -23.691093, -1.421317], [-2.279087, -23.730076, 2.807878], [-5.215002, -25.005384, 1.854636], [-4.834205, -23.746370, 3.014671], [-4.448882, -25.444052, 3.289764], [-2.584685, -25.450306, 1.855966], [-3.604607, -22.780778, 0.710290], [-3.880457, -24.357153, -0.126622], [-1.911418, -24.602903, -1.970194], [-0.649619, -23.385915, -1.625142], [-2.366124, -22.932867, -1.791314], [-1.444285, -23.505980, 2.285401], [-1.980480, -24.363563, 3.535627], [-4.701972, -13.162387, -5.053991], [-5.226942, -13.264550, -3.615550], [-5.408020, -14.757420, -3.226517], [-4.016694, -15.380077, -2.842786], [-3.222169, -14.632813, -1.759021], [-3.100591, -13.102976, -1.970127], [-4.266663, -12.545695, -2.674130], [-4.236140, -11.220721, -2.925847], [-2.916059, -12.422969, -0.611149], [-1.828329, -12.870543, -2.821729], [-6.613145, -12.670794, -3.597708], [-4.699620, -12.122323, -5.380137], [-5.412367, -13.526675, -5.796103], [-3.769803, -13.656722, -5.327430], [-6.053710, -14.787391, -2.348865], [-5.904053, -15.326317, -4.012903], [-3.353736, -15.532025, -3.694547], [-4.131008, -16.344958, -2.348777], [-2.236934, -15.097838, -1.793533], [-3.771135, -14.734069, -0.822815], [-2.858585, -11.338254, -0.701581], [-3.740381, -12.651658, 0.064345], [-2.022466, -12.838936, -0.145802], [-1.854452, -11.971408, -3.437342], [-0.920942, -12.755251, -2.228890], [-1.688736, -13.703771, -3.510442], [-7.370547, -13.302278, -4.062125], [-6.742041, -11.741382, -4.152376], [-7.016631, -12.584677, -2.588810], [-4.914858, -10.930017, -2.312296], [-12.716308, -23.002996, -3.095735], [-12.035322, -21.633538, -3.226744], [-12.983264, -20.714618, -4.122428], [-14.103214, -20.086837, -3.329759], [-13.505784, -19.314180, -2.106589], [-12.697033, -20.188783, -1.157101], [-11.709044, -21.003962, -1.936489], [-11.060260, -21.922911, -1.093128], [-11.920337, -19.362039, -0.218358], [-13.768957, -20.965670, -0.319538], [-10.713233, -21.641875, -4.048470], [-13.537647, -22.985534, -2.379344], [-12.054066, -23.733321, -2.630822], [-12.983364, -23.452328, -4.052227], [-12.455312, -19.882563, -4.588313], [-13.462466, -21.307374, -4.901602], [-14.803982, -20.812527, -2.916960], [-14.631123, -19.444671, -4.034786], [-14.382409, -18.921610, -1.591293], [-12.844910, -18.520946, -2.456052], [-11.423864, -18.540213, -0.734322], [-12.538937, -18.858792, 0.524738], [-11.150151, -19.925547, 0.308289], [-14.513582, -21.528797, -0.882148], [-13.182690, -21.665739, 0.275690], [-14.379806, -20.331452, 0.322895], [-10.020640, -22.401289, -3.685556], [-10.156678, -20.719001, -3.885179], [-10.984633, -21.760450, -5.097463], [-10.261981, -21.483709, -0.790700], [0.145841, -4.357336, -7.813736], [0.885857, -5.698471, -7.356763], [2.138010, -5.945504, -8.333749], [3.460140, -5.381651, -7.801993], [3.650054, -5.706412, -6.274446], [2.437919, -5.272224, -5.365895], [1.172275, -5.720915, -5.910553], [0.091312, -5.356540, -5.114993], [2.662265, -5.876328, -3.972667], [2.448595, -3.701974, -5.225656], [-0.025269, -6.903416, -7.580599], [0.245531, -4.031895, -8.849234], [0.418116, -3.565662, -7.115716], [-0.924512, -4.410157, -7.614572], [2.292830, -7.014173, -8.482398], [1.917357, -5.505691, -9.306364], [3.620665, -4.324123, -8.011686], [4.264330, -5.929622, -8.293000], [4.549706, -5.123275, -6.077758], [3.859991, -6.739450, -5.997223], [1.758062, -5.764477, -3.374328], [2.810568, -6.956149, -3.982618], [3.453291, -5.372295, -3.417385], [2.214385, -3.174324, -6.150226], [1.651719, -3.376929, -4.556750], [3.395749, -3.351882, -4.815230], [-0.866444, -6.897024, -6.887437], [0.464357, -7.838808, -7.309672], [-0.357633, -7.038009, -8.609930], [-0.253192, -6.217101, -4.865291], [-0.141920, -5.630034, 6.211462], [0.089854, -6.558652, 7.466940], [0.786917, -5.624170, 8.471770], [0.849232, -6.102754, 9.940096], [-0.527908, -6.357693, 10.362936], [-1.224063, -7.330500, 9.452438], [-1.171673, -6.965558, 8.053592], [-1.880638, -7.808799, 7.218214], [-0.817650, -8.813158, 9.710338], [-2.683279, -7.138237, 9.937081], [0.874054, -7.790610, 6.963103], [-0.527747, -6.177334, 5.351399], [0.782736, -5.175589, 5.855676], [-0.819342, -4.786549, 6.344653], [1.840264, -5.615660, 8.191601], [0.374102, -4.616201, 8.430702], [1.334568, -5.373768, 10.589043], [1.481362, -6.986926, 10.022216], [-1.003314, -5.386338, 10.499124], [-0.478820, -6.770127, 11.370700], [0.202016, -9.061695, 9.416020], [-0.921107, -9.206723, 10.721526], [-1.414560, -9.460113, 9.067495], [-3.121694, -6.239080, 9.504181], [-3.361293, -7.898314, 9.548897], [-2.998090, -7.159420, 10.980416], [1.603850, -7.448818, 6.229161], [0.288175, -8.503320, 6.382686], [1.394218, -8.256427, 7.800087], [-2.694996, -7.300612, 7.205046], [-17.107748, -10.046468, -2.928849], [-16.247550, -8.969715, -3.674543], [-15.802566, -9.576210, -5.026241], [-15.192861, -8.614410, -5.996098], [-16.175320, -7.456520, -6.196741], [-16.653643, -6.739384, -4.955353], [-17.017084, -7.724852, -3.914415], [-17.544936, -7.189212, -2.722604], [-15.606894, -5.690808, -4.459332], [-17.916989, -5.965313, -5.400387], [-15.015189, -8.627833, -2.800874], [-17.547975, -9.594728, -2.039913], [-16.471097, -10.897036, -2.685313], [-17.829465, -10.514365, -3.598403], [-14.979050, -10.283209, -4.925907], [-16.686454, -10.052403, -5.450617], [-15.058524, -9.106394, -6.959430], [-14.231673, -8.286003, -5.600672], [-17.036965, -7.772683, -6.784712], [-15.619315, -6.740986, -6.802524], [-14.617896, -6.143702, -4.529087], [-15.491315, -4.815423, -5.098401], [-15.810401, -5.393096, -3.430711], [-17.658006, -5.098036, -6.007712], [-18.693127, -6.555308, -5.887846], [-18.401379, -5.487993, -4.548546], [-14.326563, -7.845003, -3.118808], [-14.402243, -9.526715, -2.734501], [-15.362570, -8.358633, -1.803393], [-18.464374, -7.092651, -2.981240]], "forces_ev_per_angstrom": [[-0.6, 0.5, 0.4], [1.2, 0.4, 1.6], [0.5, -1.2, -0.3], [-1.0, -1.8, -1.4], [-0.1, -1.3, 0.2], [-0.6, 0.4, -0.5], [0.1, 0.1, -0.5], [-0.5, 0.6, 0.2], [0.0, 0.0, -0.5], [0.0, -0.2, 0.2], [-0.4, 0.2, 0.3], [0.4, 0.1, 0.0], [0.4, 0.6, 0.2], [0.2, 1.1, -0.2], [0.1, 0.5, -0.1], [-0.1, 0.0, 0.0], [0.3, 0.1, 0.4], [-0.1, -0.5, -0.6], [1.4, -0.7, -0.1], [0.1, -1.0, 0.4], [-0.6, 0.9, 0.2], [0.2, -0.5, 0.6], [0.6, 0.4, -0.3], [-0.4, -0.1, 0.2], [0.2, -0.4, 0.0], [0.2, 0.4, 0.3], [-0.5, 0.8, 0.3], [0.2, 0.1, -0.2], [-0.1, -0.2, -0.5], [-0.4, 0.2, -0.4], [0.2, 0.2, 0.0], [-0.2, 0.1, -0.1], [-0.1, 0.3, -0.1], [-0.6, 0.0, 0.1], [-0.7, -1.2, -0.7], [0.3, 0.9, 0.8], [-0.3, -0.4, 0.1], [-0.4, -0.4, -0.7], [0.4, 0.9, 0.8], [1.4, 0.8, 0.2], [0.6, 0.2, -0.4], [-0.5, 0.4, 0.3], [-0.2, 0.2, -0.5], [-0.1, -0.1, -0.1], [0.3, 0.2, 0.2], [-0.4, -0.3, -0.7], [-0.5, -0.5, -0.5], [0.8, 0.3, 0.3], [-0.3, -0.4, 0.9], [-0.1, 0.1, 0.3], [-0.4, -0.6, -0.4], [1.1, 1.4, 0.3], [-1.6, 0.3, -1.6], [-0.8, -2.0, 1.1], [1.6, 0.6, -0.7], [-1.5, -0.4, -0.1], [0.2, -0.9, -1.3], [-0.5, -0.3, 0.0], [0.0, 0.0, -0.1], [0.3, 0.2, -0.1], [0.4, 0.3, 0.2], [0.5, -0.3, -0.1], [-0.4, 0.2, 1.0], [0.4, -0.3, 0.1], [-0.2, 0.4, -0.2], [0.5, -0.3, 0.4], [-0.2, 0.4, 0.5], [0.3, 0.4, 0.5], [-1.0, -0.8, -0.3], [-0.5, 0.1, 1.4], [1.6, -1.5, 0.4], [-0.4, 0.4, -0.2], [-0.9, 0.4, 0.6], [0.4, 0.9, -0.4], [-0.1, 0.1, -0.3], [0.3, 0.1, -0.1], [0.4, 0.1, 0.3], [-0.5, -0.4, -1.3], [0.2, 0.3, -0.4], [-0.1, 0.1, -0.1], [0.1, -0.3, 0.1], [-0.1, -0.1, 0.2], [0.1, 0.3, -0.2], [0.5, 0.3, 0.1], [0.0, 0.0, 0.2], [-0.6, 0.4, -1.1], [1.4, -0.8, -0.5], [2.1, 0.4, 1.0], [-0.5, 0.1, 0.4], [-1.4, 1.1, -0.7], [0.9, 0.3, -1.1], [-2.1, -4.0, 0.5], [0.1, 1.7, -0.1], [-0.3, -0.2, 0.0], [0.3, 0.2, -0.4], [-1.1, 0.6, 0.2], [0.7, 0.3, 0.4], [-0.4, -0.6, 0.2], [0.2, 0.1, 0.6], [0.0, -0.1, 0.2], [0.1, 0.2, -0.1], [-0.3, 0.1, -0.3], [-0.4, -0.4, -0.5], [0.0, 0.2, 0.8], [0.4, -0.5, 0.3], [0.3, 0.0, 0.0], [-0.2, 0.0, -0.1], [0.2, 0.3, 0.0], [-0.4, 0.1, 0.1], [0.0, -0.3, 0.2], [0.1, -0.1, -0.1], [0.4, -0.6, -0.3], [0.4, 0.3, 0.3], [0.3, 0.4, 0.2], [0.0, 0.9, 0.0], [0.8, -0.5, 0.6], [-0.1, 0.9, -1.4], [-0.1, -0.4, 1.4], [0.7, 0.4, 1.0], [-0.4, -0.2, -1.5], [-2.1, -1.4, -0.7], [-0.9, 1.4, -0.1], [-0.2, -0.7, 0.1], [1.0, 1.4, 0.9], [0.8, -0.9, -0.1], [-0.3, -0.6, 0.8], [-0.4, 0.3, -0.4], [0.4, 0.1, 0.0], [-0.3, 0.3, 0.0], [0.4, -0.2, 0.0], [0.5, -0.3, -0.2], [-0.1, -0.2, -0.3], [-0.3, 0.3, 0.4], [0.4, 0.4, 0.3], [-0.2, 0.3, -0.2], [0.2, -0.1, -0.2], [-0.2, -0.2, 0.1], [-0.2, 0.0, 0.1], [0.3, -0.1, -0.4], [-0.4, -0.2, 0.3], [0.5, 0.3, 0.1], [-0.1, -0.4, -0.3], [-0.4, 0.3, -0.2], [0.4, -0.2, 0.0], [0.1, 0.1, -0.2], [-0.2, -0.4, 1.4], [-0.4, 0.4, -1.6], [-0.1, 0.7, 1.5], [-0.2, -1.4, 0.9], [-1.0, 1.1, -0.7], [1.2, 1.8, 0.0], [1.9, -1.4, -1.2], [-0.4, 0.3, -0.1], [-0.8, 0.0, 0.2], [-0.3, -0.4, 0.2], [-0.3, -0.6, 0.3], [0.4, -0.3, 0.1], [0.4, 0.2, -0.4], [-0.2, -0.4, -0.1], [-0.2, -0.1, 0.1], [-0.2, -0.1, 0.1], [-0.2, 0.1, 0.2], [0.2, 0.2, -0.3], [-0.1, 0.0, 0.9], [0.0, -0.2, -0.7], [-0.1, 0.3, 0.0], [0.4, 0.0, -0.3], [0.2, -0.1, -0.2], [0.4, -0.2, -0.2], [0.0, -0.2, 0.3], [0.0, 0.0, -0.1], [-0.4, 0.4, -0.3], [0.5, 0.1, -0.1], [-0.2, 0.3, 0.0], [-0.3, 0.0, 0.3], [-0.3, -0.4, -0.2], [-0.5, 0.7, -1.2], [1.7, -0.9, 0.8], [1.0, 0.3, -1.2], [0.8, 0.0, 1.2], [-1.9, -1.2, 1.8], [0.8, 2.1, 0.9], [-0.7, -0.4, -0.1], [0.3, -0.3, -0.6], [-1.9, -0.8, -1.2], [0.8, 0.8, 0.1], [-0.1, -0.3, 0.1], [0.3, -0.2, 0.3], [-0.2, -0.1, 0.6], [0.1, 0.6, -0.6], [-0.1, -0.1, -0.1], [0.0, 0.3, -0.2], [-0.1, -0.3, -0.1], [-0.6, -0.1, -0.5], [-0.4, -0.3, 0.1], [0.2, 0.4, 0.0], [-0.3, 0.5, 0.2], [-0.2, 0.1, 0.0], [0.4, 0.4, 0.1], [0.1, -0.5, -0.4], [1.1, 0.2, 0.4], [0.4, 0.1, 0.2], [-0.4, 0.1, 0.5], [0.0, -0.3, -0.2], [-0.5, -0.4, -0.6], [0.7, 0.6, -0.7], [0.8, 0.6, 0.2], [0.1, -0.2, 0.3], [-1.3, 0.8, 0.1], [1.3, 0.0, -0.7], [-0.3, 1.0, 0.6], [-0.6, -1.4, -1.6], [0.4, 0.3, -0.3], [0.3, -0.8, -0.2], [-0.2, 0.6, 0.9], [0.0, -0.8, 0.3], [-0.1, -0.3, -0.1], [0.3, 0.2, 0.4], [-0.4, 0.5, 0.0], [-0.5, -0.7, 0.8], [0.1, -0.2, -0.2], [0.3, 0.0, 0.0], [0.1, 0.2, -0.2], [0.0, -0.3, 0.0], [-0.4, 0.4, -0.2], [0.1, -0.2, 0.4], [-0.6, 0.1, -0.1], [0.0, 0.0, -0.1], [0.2, -0.3, -0.4], [0.3, -0.3, -0.1], [0.0, -0.1, 0.3], [-0.4, 0.1, -0.5], [0.0, -0.1, 0.3], [0.1, 0.0, 0.1], [-0.3, 0.0, 0.4]]}